59
Properties=species:S:1:pos:R:3 method="wB97M-V/def2-TZVPD" energy_ha=-2750.5749 smiles="CCCO[C@H](C(=O)[O-])N(CCC(F)(F)C(F)(F)C(F)(F)C(F)(F)C(F)(F)C(F)(F)C(F)(F)C(F)(F)F)C[C@@H](C)O" lumo_energy_ev=1.70 homo_energy_ev=-4.2695 multiplicity=1 charge=-1 orbital_gap_ev=5.972
C -0.12 -3.27 1.52
C -0.42 -3.90 0.07
C -0.23 -2.89 -1.16
O -0.49 -1.51 -0.87
C -1.92 -1.23 -0.95
C -2.47 -1.18 -2.47
O -3.65 -1.49 -2.83
O -1.53 -0.81 -3.44
N -2.33 -0.07 -0.12
C -1.73 1.21 -0.61
C -0.52 1.71 0.36
C 0.08 3.13 -0.03
F 0.51 3.76 1.18
F -1.05 3.93 -0.46
C 1.12 3.19 -1.23
F 1.49 4.56 -1.47
F 0.41 2.81 -2.41
C 2.39 2.20 -1.16
F 1.87 0.90 -1.46
F 3.16 2.53 -2.34
C 3.25 2.26 0.18
F 3.31 3.66 0.54
F 2.52 1.67 1.26
C 4.77 1.79 0.12
F 5.55 2.54 -0.83
F 5.35 2.18 1.38
C 5.05 0.25 -0.23
F 6.49 0.16 -0.32
F 4.61 0.03 -1.56
C 4.61 -0.84 0.84
F 5.72 -1.75 0.98
F 4.36 -0.37 2.15
C 3.37 -1.78 0.45
F 2.11 -1.14 0.60
F 3.36 -2.81 1.45
F 3.51 -2.47 -0.77
C -3.81 -0.01 -0.07
C -4.37 0.57 1.32
C -6.00 0.52 1.28
O -3.92 -0.16 2.48
H 0.89 -3.67 1.88
H -0.21 -2.14 1.58
H -0.90 -3.69 2.27
H 0.16 -4.88 -0.13
H -1.54 -4.20 0.08
H 0.87 -2.95 -1.51
H -0.84 -3.32 -2.04
H -2.43 -2.16 -0.48
H -2.60 1.98 -0.60
H -1.36 1.18 -1.69
H -1.01 1.84 1.40
H 0.23 0.87 0.48
H -4.27 0.63 -0.91
H -4.28 -1.06 -0.19
H -4.09 1.67 1.48
H -6.46 0.12 2.25
H -6.41 1.59 1.11
H -6.36 -0.14 0.40
H -3.82 0.44 3.26


44
Properties=species:S:1:pos:R:3 method="wB97M-V/def2-TZVPD" energy_ha=-1530.0338 de_lowest_kj_mol=1545.88 lumo_energy_ev=-1.02 homo_energy_ev=-8.5688 multiplicity=1 orbital_gap_ev=7.552
C 5.96 1.72 0.04
C 4.75 0.99 0.11
C 4.47 -0.04 -0.67
C 3.18 -0.85 -0.52
C 2.21 -0.56 0.28
C 2.41 0.66 1.25
C 3.56 1.30 1.20
H 3.83 2.32 1.52
H 1.68 1.11 1.83
N 0.99 -1.06 0.63
C 0.39 -1.92 0.06
O 0.90 -2.72 -0.88
C -0.96 -2.58 0.44
N -1.80 -1.17 0.19
S -2.32 -0.25 1.23
O -3.63 -0.64 2.07
O -1.15 -0.23 2.29
C -2.52 1.24 0.51
C -1.30 2.27 0.32
C -1.52 3.38 -0.22
C -2.70 3.64 -1.12
C -3.85 2.88 -0.84
C -3.64 1.72 -0.21
F -4.74 0.82 -0.08
H -4.65 3.17 -1.76
H -2.64 4.59 -1.60
H -0.63 3.82 -0.38
H -0.48 2.06 0.90
C -2.94 -1.75 -0.65
C -2.31 -3.08 -1.24
H -3.13 -3.56 -1.72
C -1.64 -3.65 -0.24
H -0.80 -4.29 -0.39
H -2.32 -4.24 0.55
H -1.67 -2.92 -2.11
H -2.96 -0.76 -1.51
H -3.78 -1.83 -0.39
H -0.96 -2.46 1.91
H 0.33 -0.53 1.35
H 2.80 -1.57 -1.00
H 5.12 -0.56 -1.21
H 6.52 1.34 0.84
H 5.71 2.72 0.27
H 6.21 1.51 -1.04